Record 1
DFT (wB97M-V/def2-TZVPD) results for a structure of composition C16H47BN7O8P2S2.

Values from the calculation:
Lowest unoccupied orbital energy: 1.08 eV
HOMO energy: -5.7 eV
Orbital gap: 6.8 eV
Total charge: -1

CARTESIAN COORDINATES (ANGSTROEM)
C: 0.447 1.407 -3.454
C: 0.695 1.892 -4.935
B: 0.080 3.355 -5.176
O: -0.007 3.852 -6.517
S: -0.589 4.486 -3.827
O: 0.370 4.452 -2.654
O: -0.621 5.882 -4.347
N: -2.070 3.848 -3.336
S: -3.323 4.283 -4.379
O: -3.116 3.917 -5.817
O: -3.612 5.759 -4.286
C: -4.859 3.487 -3.668
O: -5.364 2.446 -4.474
C: -4.516 1.284 -4.433
H: -0.632 1.496 -3.181
H: 0.736 0.319 -3.397
H: 1.037 1.998 -2.707
H: 0.187 1.206 -5.673
H: 1.791 1.926 -5.191
H: -0.749 3.348 -6.891
H: -4.639 3.199 -2.610
H: -5.651 4.278 -3.631
H: -4.144 1.133 -5.482
H: -3.664 1.413 -3.717
H: -5.085 0.357 -4.151
O: -0.618 0.540 0.565
P: -0.384 1.795 1.419
N: 1.211 1.279 1.883
C: 1.931 1.612 3.101
C: 2.167 1.192 0.777
N: -1.505 1.314 2.660
C: -1.123 1.034 4.030
C: -2.552 0.365 2.275
N: -0.131 3.336 2.257
C: -1.373 4.086 2.573
C: 0.665 4.278 1.423
H: 2.286 2.651 3.127
H: 2.812 0.970 3.203
H: 1.355 1.433 4.002
H: 2.549 2.177 0.479
H: 1.719 0.734 -0.105
H: 3.028 0.572 1.046
H: -0.502 0.133 4.105
H: -2.006 0.883 4.660
H: -0.604 1.880 4.485
H: -2.171 -0.661 2.224
H: -2.983 0.625 1.310
H: -3.376 0.384 2.995
H: -1.986 4.240 1.680
H: -1.130 5.061 3.002
H: -1.982 3.588 3.324
H: 0.201 4.441 0.446
H: 1.679 3.916 1.258
H: 0.771 5.243 1.921
O: -0.370 -4.600 2.533
P: 1.117 -4.518 2.159
N: 0.933 -3.169 1.083
C: 1.765 -2.826 -0.060
C: 0.485 -1.928 1.726
N: 1.097 -6.001 1.249
C: 1.404 -6.086 -0.166
C: 0.012 -6.939 1.537
N: 2.885 -4.478 1.997
C: 3.579 -5.722 2.417
C: 3.478 -3.418 2.851
H: 2.753 -2.436 0.222
H: 1.275 -2.055 -0.660
H: 1.916 -3.654 -0.745
H: 1.300 -1.421 2.259
H: -0.311 -2.114 2.448
H: 0.083 -1.220 0.992
H: 0.645 -5.583 -0.778
H: 1.460 -7.129 -0.493
H: 2.390 -5.675 -0.390
H: -0.925 -6.632 1.059
H: -0.157 -7.028 2.610
H: 0.262 -7.943 1.181
H: 3.303 -6.013 3.435
H: 4.664 -5.587 2.374
H: 3.372 -6.559 1.755
H: 3.189 -3.538 3.900
H: 3.176 -2.422 2.528
H: 4.568 -3.432 2.789

Cartesian forces, eV/Å:
C 0.38 -0.78 -0.36
C -0.56 0.55 0.90
B 0.36 -0.41 -2.38
O -0.33 -0.87 2.09
S 0.97 3.35 2.45
O -1.91 -1.15 -1.70
O -0.55 -2.47 0.16
N -0.09 0.45 -1.85
S 1.12 4.15 -1.40
O -0.32 -0.81 2.43
O 0.06 -3.01 0.48
C -0.56 -0.02 0.18
O 0.74 -0.17 1.06
C 0.27 -0.57 -0.68
H 0.86 -0.03 -0.21
H -0.26 0.96 0.23
H -0.55 -0.51 -0.78
H 0.56 0.56 0.61
H -0.98 -0.08 0.19
H 0.13 0.32 -0.31
H 0.10 -0.04 -0.81
H 1.03 -0.45 -0.34
H -0.01 0.09 1.07
H -0.64 -0.08 -0.71
H 0.22 0.98 -0.09
O -0.80 3.58 -2.61
P 1.53 -5.22 5.97
N 1.03 0.21 -0.31
C -0.09 0.46 0.12
C -0.17 -0.31 -0.33
N -0.85 0.00 0.02
C 0.23 0.66 0.19
C 0.04 0.05 -0.41
N -1.68 1.18 -2.79
C -0.44 0.03 0.42
C 0.68 0.03 -0.11
H 0.08 0.05 0.05
H -0.03 -0.06 -0.29
H -0.22 0.12 -0.10
H 0.15 -0.02 0.00
H -0.16 0.07 0.08
H -0.07 0.00 0.16
H 0.05 -0.01 0.08
H -0.11 -0.08 -0.22
H 0.18 -0.06 -0.13
H -0.08 -0.05 -0.08
H 0.16 -0.11 0.00
H 0.18 0.16 0.16
H 0.00 0.17 0.08
H 0.29 -0.03 -0.25
H 0.13 -0.28 -0.18
H 0.07 0.18 0.03
H -0.08 -0.23 0.00
H -0.17 -0.13 0.10
O 2.28 0.57 3.55
P -2.56 -0.65 -7.83
N 0.13 0.50 0.47
C 0.47 -0.11 0.02
C -0.46 -0.04 0.10
N -0.07 -0.81 0.19
C 0.67 0.21 -0.03
C -0.12 0.18 0.33
N -0.15 -0.54 3.37
C 0.17 -0.47 -0.27
C 0.03 0.67 -0.28
H 0.06 0.05 -0.03
H -0.17 0.05 0.29
H 0.06 -0.21 0.19
H 0.03 0.14 -0.08
H 0.06 -0.21 -0.01
H 0.25 -0.36 0.14
H 0.04 0.03 -0.08
H -0.16 -0.04 0.19
H -0.09 0.23 0.03
H -0.08 -0.04 0.08
H -0.10 0.14 -0.11
H 0.22 0.13 -0.15
H 0.17 -0.05 0.01
H -0.09 0.35 0.11
H -0.31 0.17 0.02
H 0.20 0.02 0.04
H -0.24 -0.08 -0.08
H -0.09 -0.18 -0.06

Now the Mulliken charges, all in e:
1 C -0.728
2 C -0.471
3 B 0.352
4 O -0.482
5 S 0.919
6 O -0.664
7 O -0.662
8 N -0.399
9 S 1.127
10 O -0.682
11 O -0.710
12 C -0.492
13 O -0.383
14 C -0.511
15 H 0.102
16 H 0.367
17 H 0.171
18 H 0.257
19 H 0.302
20 H 0.298
21 H 0.345
22 H 0.311
23 H 0.209
24 H 0.187
25 H 0.264
26 O -1.036
27 P 0.986
28 N 0.460
29 C -1.071
30 C -1.088
31 N 0.090
32 C -1.152
33 C -0.855
34 N -0.030
35 C -1.045
36 C -1.306
37 H 0.268
38 H 0.355
39 H 0.319
40 H 0.286
41 H 0.215
42 H 0.336
43 H 0.150
44 H 0.507
45 H 0.366
46 H 0.199
47 H 0.277
48 H 0.360
49 H 0.360
50 H 0.406
51 H 0.321
52 H 0.566
53 H 0.236
54 H 0.437
55 O -0.803
56 P 0.862
57 N 0.088
58 C -0.673
59 C -0.789
60 N 0.226
61 C -1.274
62 C -1.007
63 N -0.057
64 C -1.010
65 C -0.930
66 H 0.202
67 H 0.377
68 H 0.164
69 H 0.245
70 H 0.287
71 H 0.196
72 H 0.326
73 H 0.454
74 H 0.339
75 H 0.310
76 H 0.320
77 H 0.311
78 H 0.361
79 H 0.389
80 H 0.307
81 H 0.378
82 H 0.035
83 H 0.421



Record 2
DFT (wB97M-V/def2-TZVPD) results for a structure of composition C16H48BN4O4Pb.

Values from the calculation:
Lowest unoccupied orbital energy: -2.26 eV
HOMO energy: -11.0 eV
Orbital gap: 8.7 eV
Energy above the lowest of the compared OMol25 structures with the same formula, charge and spin: 0.191 eV
Total charge: +1

CARTESIAN COORDINATES (ANGSTROEM)
Pb: 0.316 0.247 0.394
B: -1.680 2.589 0.052
H: -1.363 1.586 -0.588
H: -1.165 2.532 1.148
H: -1.299 3.626 -0.443
H: -2.891 2.579 0.054
C: 4.971 -0.622 -1.410
C: 3.844 0.154 -0.718
C: 3.223 1.094 -1.740
O: 1.947 1.535 -1.361
C: 1.464 2.616 -2.148
N: 2.829 -0.774 -0.122
H: 5.436 -1.325 -0.720
H: 5.735 0.081 -1.751
H: 4.614 -1.148 -2.298
H: 4.322 0.728 0.077
H: 3.181 0.600 -2.729
H: 3.898 1.938 -1.944
H: 1.481 2.365 -3.215
H: 2.089 3.503 -2.002
H: 0.441 2.830 -1.839
H: 2.800 -1.535 -0.805
H: 3.333 -1.246 0.630
C: -0.339 1.023 4.919
C: -0.066 1.083 3.434
C: 0.784 2.301 3.141
O: 1.186 2.330 1.775
C: 2.181 3.323 1.568
N: 0.744 -0.117 3.007
H: -0.884 0.129 5.223
H: -0.903 1.886 5.276
H: 0.626 1.007 5.431
H: -0.949 1.129 2.794
H: 1.688 2.307 3.768
H: 0.247 3.222 3.393
H: 1.951 4.221 2.143
H: 2.145 3.617 0.519
H: 3.183 2.944 1.782
H: 0.275 -0.908 3.442
H: 1.658 -0.073 3.449
C: 0.051 -0.426 -4.092
C: -0.759 -0.534 -2.803
C: -2.124 -1.154 -3.036
O: -3.077 -0.563 -2.195
C: -4.429 -0.719 -2.609
N: 0.015 -1.254 -1.750
H: 0.195 -1.392 -4.589
H: 1.045 -0.002 -3.941
H: -0.493 0.213 -4.789
H: -0.902 0.496 -2.465
H: -2.089 -2.239 -2.825
H: -2.336 -1.097 -4.110
H: -4.530 -1.481 -3.386
H: -4.830 0.250 -2.896
H: -5.022 -1.116 -1.779
H: -0.530 -2.091 -1.537
H: 0.838 -1.721 -2.129
C: -3.943 -1.826 1.696
C: -2.438 -1.549 1.549
C: -1.715 -2.799 1.129
O: -0.316 -2.519 1.122
C: 0.498 -3.627 0.820
N: -2.161 -0.478 0.585
H: -4.480 -0.880 1.727
H: -4.134 -2.438 2.575
H: -4.315 -2.358 0.815
H: -2.062 -1.264 2.536
H: -2.055 -3.174 0.156
H: -1.904 -3.566 1.891
H: 0.834 -3.617 -0.231
H: -0.033 -4.577 0.920
H: 1.388 -3.623 1.447
H: -2.675 -0.656 -0.282
H: -2.565 0.410 0.891

Cartesian forces, eV/Å:
Pb -0.37 0.26 -0.31
B -0.09 0.37 -0.03
H 0.32 -0.01 -0.48
H -0.22 -0.26 0.30
H 0.20 -0.07 -0.28
H -0.14 -0.19 0.23
C 0.02 0.42 0.05
C 0.26 -0.23 -0.20
C 0.27 -0.08 -0.74
O -0.11 0.04 0.26
C 0.02 0.20 -0.27
N 1.26 -0.28 -0.50
H 0.04 -0.03 -0.05
H 0.08 -0.09 0.02
H -0.09 -0.12 0.10
H -0.40 0.08 0.20
H -0.29 -0.18 0.19
H -0.04 0.09 0.41
H -0.01 -0.07 0.07
H -0.03 -0.03 0.04
H 0.04 -0.01 0.09
H -0.52 0.04 -0.01
H -0.25 0.20 0.27
C -0.20 0.13 0.26
C 1.32 -0.34 -0.16
C 0.16 0.47 -0.09
O 0.40 0.14 0.61
C -0.22 0.19 -0.65
N -0.86 0.21 0.58
H -0.05 -0.03 -0.16
H 0.01 0.02 -0.05
H -0.07 0.03 0.13
H -0.22 -0.04 0.24
H -0.05 -0.25 0.08
H -0.16 -0.06 -0.15
H 0.14 -0.05 0.16
H -0.03 -0.13 -0.03
H -0.03 0.03 0.27
H 0.19 -0.26 -0.28
H 0.03 0.11 -0.03
C -0.21 -0.26 -0.35
C 0.97 0.38 -0.24
C 0.33 -0.66 -0.19
O -0.15 0.13 -0.20
C -0.27 -0.48 0.41
N -0.44 -1.08 -0.24
H -0.10 -0.05 0.13
H -0.07 0.10 0.20
H 0.14 0.04 -0.03
H -0.25 -0.10 0.18
H 0.12 0.04 -0.07
H -0.49 0.40 0.16
H 0.10 0.30 -0.28
H -0.04 -0.07 -0.25
H 0.13 0.25 0.11
H -0.16 0.29 0.53
H 0.20 0.63 -0.32
C 0.39 -0.07 -0.38
C -0.80 0.15 -0.19
C 0.42 -0.15 0.60
O -0.08 0.09 0.00
C 0.18 -0.45 -0.68
N -0.41 -0.06 0.46
H -0.07 -0.04 0.33
H -0.20 0.10 0.04
H 0.02 -0.05 0.03
H 0.18 0.16 -0.08
H -0.01 0.10 -0.07
H -0.07 -0.15 -0.21
H -0.06 0.22 0.11
H 0.00 0.07 0.36
H -0.08 0.02 0.14
H 0.33 -0.02 -0.16
H 0.14 0.02 0.08

Now the Mulliken charges, all in e:
1 Pb 1.384
2 B 1.170
3 H -0.754
4 H -0.361
5 H -0.297
6 H -0.238
7 C -1.653
8 C 0.280
9 C -1.058
10 O 0.217
11 C -1.065
12 N -0.468
13 H 0.412
14 H 0.424
15 H 0.407
16 H 0.258
17 H 0.348
18 H 0.414
19 H 0.288
20 H 0.372
21 H 0.210
22 H 0.177
23 H 0.311
24 C -1.526
25 C 0.767
26 C -1.336
27 O 0.128
28 C -0.892
29 N -0.565
30 H 0.398
31 H 0.398
32 H 0.401
33 H -0.084
34 H 0.582
35 H 0.564
36 H 0.433
37 H 0.063
38 H 0.306
39 H 0.218
40 H 0.301
41 C -2.107
42 C 1.601
43 C -1.104
44 O -0.443
45 C -0.935
46 N -0.362
47 H 0.489
48 H 0.259
49 H 0.505
50 H -0.495
51 H 0.346
52 H 0.598
53 H 0.421
54 H 0.266
55 H 0.269
56 H 0.004
57 H 0.275
58 C -1.713
59 C 0.647
60 C -0.968
61 O -0.061
62 C -0.894
63 N 0.210
64 H 0.419
65 H 0.462
66 H 0.328
67 H 0.081
68 H 0.368
69 H 0.585
70 H 0.210
71 H 0.411
72 H 0.247
73 H -0.162
74 H 0.304



Record 3
DFT (wB97M-V/def2-TZVPD) results for a cluster of 8 separate species, C16H48O8 in total.

Values from the calculation:
Lowest unoccupied orbital energy: 0.45 eV
HOMO energy: -9.6 eV
Orbital gap: 10.1 eV
Energy above the lowest of the compared OMol25 structures with the same formula, charge and spin: 2.051 eV

CARTESIAN COORDINATES (ANGSTROEM)
C: -7.192 -15.026 -25.356
C: -6.356 -16.017 -26.150
O: -5.215 -16.378 -25.361
H: -7.559 -15.501 -24.443
H: -8.055 -14.675 -25.926
H: -6.548 -14.198 -25.068
H: -5.956 -15.547 -27.050
H: -6.912 -16.906 -26.461
H: -5.540 -16.838 -24.573
C: -3.970 -17.247 -22.048
C: -5.431 -17.056 -21.761
O: -6.171 -17.493 -22.920
H: -3.613 -16.530 -22.792
H: -3.788 -18.244 -22.452
H: -3.357 -17.130 -21.154
H: -5.660 -16.007 -21.560
H: -5.734 -17.654 -20.898
H: -7.056 -17.733 -22.633
C: -10.268 -16.803 -26.914
C: -11.648 -16.252 -27.137
O: -11.876 -16.294 -28.547
H: -9.579 -16.135 -27.430
H: -10.202 -17.844 -27.228
H: -9.970 -16.812 -25.860
H: -11.660 -15.208 -26.803
H: -12.430 -16.801 -26.605
H: -12.781 -16.020 -28.720
C: -8.270 -20.086 -25.851
C: -8.494 -21.148 -26.905
O: -9.525 -22.012 -26.446
H: -7.623 -19.305 -26.251
H: -7.814 -20.516 -24.959
H: -9.228 -19.649 -25.566
H: -7.566 -21.703 -27.094
H: -8.777 -20.683 -27.860
H: -9.786 -22.591 -27.168
C: -10.870 -13.539 -24.193
C: -12.048 -12.871 -24.878
O: -13.167 -12.750 -23.999
H: -9.974 -13.505 -24.821
H: -11.083 -14.570 -23.913
H: -10.575 -13.012 -23.283
H: -12.362 -13.480 -25.726
H: -11.731 -11.908 -25.289
H: -13.267 -11.839 -23.713
C: -5.093 -18.355 -28.943
C: -4.469 -17.938 -30.250
O: -5.509 -17.429 -31.088
H: -4.319 -18.673 -28.246
H: -5.805 -19.164 -29.118
H: -5.643 -17.523 -28.501
H: -3.994 -18.809 -30.718
H: -3.702 -17.175 -30.086
H: -5.119 -17.197 -31.935
C: -1.673 -16.779 -25.102
C: -2.103 -15.810 -26.196
O: -2.974 -16.415 -27.136
H: -1.250 -16.242 -24.247
H: -0.908 -17.464 -25.465
H: -2.544 -17.332 -24.752
H: -1.229 -15.497 -26.768
H: -2.563 -14.922 -25.752
H: -3.832 -16.519 -26.709
C: -6.720 -12.251 -22.050
C: -8.066 -12.192 -21.377
O: -8.120 -13.216 -20.386
H: -5.935 -11.877 -21.389
H: -6.703 -11.625 -22.945
H: -6.440 -13.258 -22.360
H: -8.856 -12.328 -22.122
H: -8.197 -11.206 -20.921
H: -8.978 -13.176 -19.957

Cartesian forces, eV/Å:
C -0.15 -0.33 -0.15
C 0.36 0.33 0.40
O -0.11 -0.12 -0.48
H -0.03 0.03 -0.01
H 0.08 0.10 0.01
H -0.11 0.16 -0.04
H -0.05 -0.01 -0.02
H -0.11 0.02 0.09
H 0.00 -0.09 0.14
C 0.45 0.03 -0.31
C -0.20 -0.14 -0.07
O 0.02 0.00 0.26
H -0.08 -0.02 0.05
H -0.05 -0.03 0.09
H -0.09 0.06 0.07
H -0.04 0.01 0.07
H -0.01 0.04 -0.01
H -0.04 0.04 -0.14
C 0.15 -0.13 0.58
C -0.07 0.32 -0.20
O -0.12 -0.06 0.09
H 0.24 -0.40 -0.23
H 0.15 0.14 -0.42
H -0.25 0.22 0.03
H -0.15 -0.08 0.09
H 0.08 -0.08 0.06
H 0.02 0.01 -0.02
C -0.03 -0.12 -0.07
C 0.06 0.16 -0.22
O -0.03 -0.10 -0.01
H 0.05 0.03 0.10
H 0.03 0.03 -0.01
H 0.02 0.06 -0.04
H -0.04 -0.02 0.09
H -0.05 0.02 0.13
H 0.02 -0.02 0.04
C 0.39 0.19 0.20
C 0.19 -0.08 0.12
O 0.07 -0.05 -0.18
H -0.18 -0.20 -0.17
H -0.05 -0.03 -0.09
H -0.28 0.07 0.03
H -0.12 0.01 -0.01
H -0.16 0.08 0.13
H 0.10 0.02 -0.02
C -0.12 0.03 -0.01
C -0.01 0.00 -0.05
O 0.10 -0.06 -0.04
H -0.04 -0.06 0.05
H 0.05 -0.05 0.08
H 0.07 0.04 -0.01
H 0.01 0.08 -0.02
H -0.02 -0.01 0.05
H -0.06 0.03 -0.01
C 0.02 0.24 0.11
C 0.14 -0.17 -0.04
O 0.11 0.06 -0.25
H -0.02 0.01 -0.07
H -0.13 -0.18 -0.04
H 0.07 -0.11 0.00
H -0.02 0.16 0.04
H -0.05 0.02 -0.04
H -0.03 -0.11 0.29
C 0.48 0.23 -0.15
C 0.03 -0.07 -0.07
O 0.03 0.06 -0.09
H -0.03 -0.10 0.05
H -0.10 0.02 0.05
H -0.20 -0.09 0.07
H -0.04 -0.06 0.06
H -0.08 0.00 0.02
H -0.05 -0.02 0.07

Now the Mulliken charges, all in e:
1 C -1.054
2 C 0.185
3 O -0.219
4 H 0.305
5 H 0.263
6 H 0.290
7 H 0.401
8 H -0.171
9 H 0.156
10 C -0.981
11 C -0.119
12 O -0.541
13 H 0.089
14 H 0.301
15 H 0.435
16 H 0.136
17 H 0.384
18 H 0.228
19 C -0.894
20 C -0.053
21 O -0.550
22 H 0.233
23 H 0.276
24 H 0.335
25 H -0.064
26 H 0.367
27 H 0.303
28 C -0.652
29 C -0.373
30 O -0.526
31 H -0.004
32 H 0.389
33 H 0.281
34 H 0.296
35 H 0.304
36 H 0.296
37 C -0.445
38 C -0.379
39 O -0.552
40 H 0.132
41 H 0.344
42 H 0.079
43 H 0.178
44 H 0.316
45 H 0.307
46 C -0.713
47 C -0.352
48 O -0.529
49 H 0.358
50 H 0.408
51 H -0.051
52 H 0.288
53 H 0.298
54 H 0.294
55 C -0.709
56 C -0.342
57 O -0.472
58 H 0.313
59 H 0.343
60 H 0.021
61 H 0.303
62 H 0.243
63 H 0.198
64 C -0.949
65 C 0.444
66 O -0.521
67 H 0.344
68 H 0.361
69 H 0.030
70 H -0.221
71 H 0.287
72 H 0.293



Question: Which value of orbital gap does entry 1 give?
Answer: 6.8 eV



Question: orbital gap of number 2 (C16H48BN4O4Pb)?
Answer: 8.7 eV